(1)
Computed, not measured: one molecule with the formula C7H13Cl2N, with ωB97M-V/def2-TZVPD.

Last column: Löwdin charge in e.
Geometry (Å):
C (0.187, 0.848, -1.050)  -0.174
C (1.444, 0.084, -0.715)  -0.197
C (-0.673, 0.619, 0.155)  -0.604
C (-0.525, -0.925, 0.364)  -1.077
C (-0.081, 1.446, 1.379)  -0.040
C (-2.089, 1.092, 0.013)  -0.068
C (1.523, -2.354, -0.342)  -0.120
N (1.019, -1.071, 0.049)  -0.206
Cl (-1.359, -1.708, -0.966)  0.712
Cl (-1.049, -1.729, 1.834)  0.662
H (0.203, 1.966, -1.093)  0.143
H (-0.419, 0.449, -1.874)  0.094
H (2.036, -0.055, -1.659)  0.137
H (2.057, 0.752, -0.105)  0.108
H (-0.716, 1.420, 2.311)  0.097
H (-0.114, 2.475, 1.121)  0.065
H (0.839, 1.058, 1.765)  0.068
H (-2.762, 0.655, 0.725)  0.085
H (-2.377, 0.893, -0.953)  0.042
H (-2.100, 2.154, 0.218)  0.090
H (1.518, -3.013, 0.550)  0.095
H (0.930, -2.737, -1.131)  0.036
H (2.509, -2.317, -0.595)  0.053

Forces on atoms 1 to 6 (eV/Å):
C -1.40 1.21 0.09
C 0.45 1.24 -1.16
C 0.01 -0.14 3.50
C 3.73 0.71 -1.68
C -1.71 -1.83 1.04
C 0.77 0.53 1.33

Output
ΔE to the lowest compared entry with this formula, charge and spin = 0.00 kcal per mole
Kohn-Sham gap = 9.44 eV
Multiplicity = 1
Lowest unoccupied orbital energy = 0.0292 Ha
HOMO = -8.647 eV

(2)
Computed, not measured: an isolated ion of composition C4H12NOS and charge +1, with ωB97M-V/def2-TZVPD.

Last column: Löwdin charge in e.
Geometry (Å):
C (-0.646, -1.037, 0.847)  -0.189
O (-1.795, -0.346, 1.305)  -0.041
C (0.401, 0.028, 0.564)  -0.270
C (0.175, 0.840, -0.708)  -0.243
C (0.149, 0.040, -2.000)  -0.515
S (1.815, -0.639, -2.402)  0.746
N (0.311, 1.008, 1.739)  0.226
H (-0.265, -1.726, 1.613)  0.138
H (-0.830, -1.602, -0.054)  0.122
H (-2.599, -0.829, 1.059)  0.125
H (1.434, -0.316, 0.565)  0.146
H (-0.788, 1.364, -0.631)  0.129
H (0.912, 1.629, -0.819)  0.118
H (-0.443, -0.866, -1.947)  0.055
H (-0.249, 0.658, -2.807)  0.086
H (1.485, -1.916, -2.303)  -0.150
H (-0.577, 1.502, 1.673)  0.161
H (1.049, 1.709, 1.693)  0.175
H (0.460, 0.498, 2.614)  0.180

Forces on atoms 1 to 6 (eV/Å):
C 0.42 0.07 0.40
O -0.37 -0.22 -0.26
C 0.32 0.80 -0.27
C -0.97 0.24 -0.12
C 0.61 -0.62 -0.01
S 0.04 0.75 -0.08

Output
ΔE to the lowest compared entry with this formula, charge and spin = 6.59 kcal per mole
Kohn-Sham gap = 9.17 eV
Multiplicity = 1
Lowest unoccupied orbital energy = -0.1265 Ha
HOMO = -12.617 eV
Net charge = +1

(3)
Computed, not measured: one molecule with the formula C5H7NOS, with ωB97M-V/def2-TZVPD.

Last column: Löwdin charge in e.
Geometry (Å):
C (0.163, 0.359, 1.607)  0.153
C (1.778, -0.158, -0.682)  -0.416
C (-1.279, -1.401, 1.071)  -0.396
C (0.384, -0.035, -0.666)  -0.658
C (-0.338, 1.173, -1.232)  -0.133
N (-0.558, -0.598, 1.869)  -0.038
O (2.580, 0.725, -0.818)  0.027
S (-0.532, -1.515, -0.736)  0.894
H (0.493, 1.246, 2.094)  0.097
H (2.297, -1.113, -0.474)  0.119
H (-1.225, -2.380, 1.513)  0.085
H (-2.182, -1.011, 0.824)  0.045
H (0.102, 2.053, -1.025)  0.016
H (-1.336, 1.450, -0.917)  0.069
H (-0.348, 1.204, -2.427)  0.134

Forces on atoms 1 to 6 (eV/Å):
C -1.07 -2.88 -2.40
C 2.99 -0.99 0.59
C 2.42 -2.59 -0.61
C -3.83 0.68 1.22
C -0.63 -1.42 -3.50
N 1.43 3.86 1.08

Output
ΔE to the lowest compared entry with this formula, charge and spin = 100.44 kcal per mole
Kohn-Sham gap = 8.72 eV
Multiplicity = 1
Lowest unoccupied orbital energy = -0.0066 Ha
HOMO = -8.901 eV

(4)
Computed, not measured: C39H47GeI2N4O3SiTa as an isolated structure, with ωB97M-V/def2-TZVPD.

Last column: Löwdin charge in e.
Geometry (Å):
Ta (-0.404, -0.005, -0.501)  1.907
I (-1.560, -5.098, 5.518)  0.953
C (-1.399, -3.791, 3.887)  -0.703
C (-2.293, -2.737, 3.754)  -0.196
C (-2.151, -1.884, 2.677)  -0.588
I (-3.522, -0.318, 2.344)  1.011
C (-1.126, -2.056, 1.741)  -0.355
O (-0.935, -1.191, 0.725)  -0.377
C (-0.275, -3.154, 1.851)  -0.148
C (0.721, -3.418, 0.747)  -0.126
N (1.497, -2.225, 0.367)  -0.058
C (2.513, -1.909, 1.379)  -0.124
C (2.485, -0.494, 1.899)  -0.257
C (3.246, -0.176, 3.019)  0.007
C (3.360, 1.146, 3.409)  -0.007
C (2.721, 2.120, 2.650)  -0.020
C (1.968, 1.714, 1.571)  -0.158
N (1.824, 0.428, 1.211)  0.048
C (-0.413, -4.006, 2.933)  -0.087
H (-3.089, -2.585, 4.468)  0.096
H (0.178, -3.748, -0.143)  0.107
H (1.377, -4.235, 1.063)  0.138
H (1.963, -2.427, -0.511)  0.097
H (3.516, -2.051, 0.965)  0.136
H (2.420, -2.589, 2.229)  0.134
H (3.758, -0.957, 3.565)  0.130
H (3.958, 1.416, 4.268)  0.128
H (2.799, 3.167, 2.905)  0.124
H (1.463, 2.432, 0.939)  0.085
H (0.242, -4.861, 3.032)  0.111
N (-0.992, 2.242, 5.235)  0.204
C (-0.492, 3.163, 4.383)  -0.512
O (0.406, 3.932, 4.633)  0.101
C (-1.093, 3.137, 2.995)  -0.105
C (-1.782, 4.232, 2.482)  0.056
C (-2.217, 4.197, 1.166)  0.004
C (-1.916, 3.089, 0.393)  -0.117
N (-1.223, 2.057, 0.877)  -0.017
C (-0.839, 2.069, 2.157)  -0.171
H (-0.680, 2.258, 6.195)  0.129
H (-1.819, 1.712, 5.020)  0.101
H (-1.984, 5.086, 3.115)  0.145
H (-2.774, 5.017, 0.740)  0.128
H (-2.248, 3.015, -0.634)  0.118
H (-0.308, 1.201, 2.526)  0.112
C (0.154, 4.249, -2.635)  -0.078
C (1.497, 3.546, -2.861)  -0.601
C (2.426, 3.797, -1.668)  -0.072
C (2.142, 4.121, -4.126)  -0.071
Si (1.227, 1.666, -3.089)  0.623
O (0.383, 1.035, -1.765)  -0.452
C (0.095, 1.320, -4.549)  -0.242
C (-1.283, 1.513, -4.409)  -0.124
C (-2.150, 1.301, -5.469)  -0.082
C (-1.648, 0.922, -6.706)  -0.063
C (-0.280, 0.761, -6.874)  -0.054
C (0.581, 0.947, -5.804)  -0.081
C (2.873, 0.754, -3.083)  -0.219
C (3.247, -0.045, -2.001)  -0.117
C (4.496, -0.642, -1.946)  -0.073
C (5.400, -0.455, -2.982)  -0.057
C (5.046, 0.332, -4.067)  -0.051
C (3.798, 0.934, -4.115)  -0.085
H (0.313, 5.319, -2.485)  0.097
H (-0.359, 3.852, -1.755)  0.047
H (-0.497, 4.129, -3.503)  0.082
H (2.621, 4.865, -1.556)  0.098
H (3.383, 3.292, -1.801)  0.086
H (1.976, 3.433, -0.742)  0.049
H (2.229, 5.205, -4.030)  0.098
H (1.540, 3.907, -5.012)  0.086
H (3.143, 3.719, -4.281)  0.075
H (-1.668, 1.860, -3.456)  0.083
H (-3.214, 1.447, -5.332)  0.115
H (-2.314, 0.759, -7.542)  0.116
H (0.118, 0.483, -7.840)  0.115
H (1.644, 0.798, -5.946)  0.097
H (2.550, -0.173, -1.177)  0.041
H (4.774, -1.242, -1.089)  0.097
H (6.378, -0.915, -2.940)  0.115
H (5.744, 0.486, -4.878)  0.117
H (3.543, 1.561, -4.959)  0.097
C (-1.963, -3.896, -1.721)  -0.199
Ge (-1.689, -2.276, -2.822)  0.802
C (-2.832, -2.274, -4.417)  -0.182
C (0.242, -2.074, -3.238)  -0.195
C (-2.228, -0.664, -1.744)  -0.342
H (-2.871, -4.405, -2.040)  0.032
H (-2.057, -3.673, -0.658)  0.007
H (-1.139, -4.595, -1.865)  0.025
H (-2.628, -3.157, -5.023)  0.034
H (-2.662, -1.387, -5.023)  0.002
H (-3.879, -2.299, -4.118)  0.035
H (0.598, -2.956, -3.769)  0.043
H (0.850, -1.955, -2.330)  -0.022
H (0.403, -1.207, -3.876)  0.003
H (-3.052, -0.905, -1.071)  -0.013
H (-2.539, 0.138, -2.411)  -0.022

Forces on atoms 1 to 6 (eV/Å):
Ta -2.10 1.27 -0.63
I 0.01 0.23 -0.26
C -0.05 -0.28 0.28
C 0.08 -0.05 -0.02
C -0.04 0.77 -0.73
I 0.07 -0.32 0.27

Output
ΔE to the lowest compared entry with this formula, charge and spin = 81.00 kcal per mole
Kohn-Sham gap = 6.11 eV
Multiplicity = 1
Lowest unoccupied orbital energy = -0.2662 Ha
HOMO = -13.357 eV
Net charge = +2

(5)
Computed, not measured: a 4-piece molecular cluster, C12H33IN3O3 overall, with ωB97M-V/def2-TZVPD.

Last column: Löwdin spin population.
Geometry (Å):
I (13.701, -12.320, -9.460)  0.018
C (10.475, -14.859, -7.833)  0.017
C (11.526, -15.633, -7.077)  0.010
C (11.761, -17.087, -7.551)  0.060
O (12.324, -17.114, -8.862)  0.041
C (12.503, -18.372, -9.414)  0.311
N (12.768, -14.892, -7.070)  0.002
H (9.519, -15.383, -7.822)  0.011
H (10.777, -14.830, -8.880)  0.004
H (10.366, -13.827, -7.499)  0.001
H (11.122, -15.708, -6.068)  0.003
H (10.822, -17.638, -7.497)  0.029
H (12.404, -17.525, -6.788)  0.022
H (13.198, -18.968, -8.822)  0.066
H (12.997, -18.177, -10.366)  0.039
H (11.668, -19.070, -9.485)  0.084
H (13.430, -15.587, -7.384)  0.005
H (12.734, -14.351, -7.921)  0.000
C (8.640, -11.262, -7.296)  0.010
C (9.826, -10.990, -8.204)  0.002
C (9.481, -9.909, -9.295)  0.006
O (9.577, -8.646, -8.680)  0.001
C (9.062, -7.544, -9.390)  0.016
N (10.936, -10.611, -7.354)  0.001
H (8.865, -12.102, -6.639)  0.002
H (7.762, -11.471, -7.906)  0.003
H (8.382, -10.448, -6.618)  0.001
H (10.022, -11.933, -8.715)  0.001
H (8.532, -10.104, -9.794)  0.004
H (10.265, -9.887, -10.053)  0.000
H (7.980, -7.434, -9.326)  0.003
H (9.256, -7.611, -10.461)  0.004
H (9.510, -6.611, -9.049)  0.002
H (11.710, -10.926, -7.922)  0.000
H (11.001, -11.304, -6.623)  0.000
C (13.377, -11.976, -13.713)  0.010
C (12.712, -10.611, -13.499)  0.005
C (12.010, -10.000, -14.780)  0.021
O (12.913, -9.900, -15.889)  0.011
C (12.244, -9.231, -16.959)  0.095
N (11.733, -10.689, -12.476)  0.002
H (12.708, -12.755, -14.078)  0.004
H (13.798, -12.275, -12.753)  0.000
H (14.096, -12.028, -14.531)  0.002
H (13.471, -9.881, -13.215)  0.001
H (11.584, -9.012, -14.603)  0.007
H (11.172, -10.651, -15.028)  0.007
H (12.116, -8.190, -16.663)  0.014
H (11.260, -9.674, -17.109)  0.018
H (12.839, -9.227, -17.873)  0.019
H (10.913, -11.215, -12.745)  0.004
H (12.021, -11.201, -11.654)  0.000

Forces on atoms 1 to 6 (eV/Å):
I -0.07 0.19 -0.21
C -0.15 -0.47 -1.12
C -0.64 -0.47 0.17
C -0.57 0.79 -0.11
O -1.04 0.72 1.22
C 1.27 -0.59 -0.04

Output
ΔE to the lowest compared entry with this formula, charge and spin = 0.00 kcal per mole
Kohn-Sham gap (alpha / beta) = 1.11 / 6.69 eV
Multiplicity = 2
Lowest unoccupied orbital energy (alpha / beta) = 0.1589 / 0.1645 Ha
HOMO (alpha / beta) = 3.214 / -2.215 eV
Net charge = -2

(6)
Computed, not measured: one molecule with the formula C4H5NO, with ωB97M-V/def2-TZVPD.

Last column: Löwdin charge in e.
Geometry (Å):
C (-0.672, 0.106, -1.707)  0.002
C (1.105, -0.389, 1.229)  0.111
C (0.148, 0.617, -0.832)  -0.125
C (0.062, 0.269, 0.701)  -0.309
N (-1.150, 0.253, 1.376)  -0.020
O (-1.499, -0.761, 1.976)  0.009
H (-0.549, 0.352, -2.827)  0.097
H (-1.416, -0.592, -1.481)  0.041
H (1.093, -0.908, 2.104)  0.036
H (2.020, -0.250, 0.652)  0.080
H (0.858, 1.301, -1.191)  0.078

Forces on atoms 1 to 6 (eV/Å):
C 0.40 0.49 -3.03
C 0.39 2.36 -2.91
C -0.99 0.25 2.97
C 1.76 -2.27 -2.32
N -2.65 -0.01 0.99
O 1.24 1.21 -1.04

Output
ΔE to the lowest compared entry with this formula, charge and spin = 105.95 kcal per mole
Kohn-Sham gap (alpha / beta) = 8.53 / 8.53 eV
Multiplicity = 1
Lowest unoccupied orbital energy (alpha / beta) = -0.0248 / -0.0249 Ha
HOMO (alpha / beta) = -9.206 / -9.209 eV

(7)
Computed, not measured: a 2-piece molecular cluster, C2H7N3 overall, with ωB97M-V/def2-TZVPD.

Last column: Löwdin charge in e.
Geometry (Å):
C (-0.569, -0.695, -2.874)  -0.103
N (-0.612, -0.614, -1.571)  0.001
H (0.300, -0.192, -3.268)  0.051
H (-1.366, -0.891, -3.585)  0.062
H (-1.624, -0.819, -1.306)  0.068
N (0.793, -0.118, 1.199)  0.048
C (0.695, 0.536, 2.378)  -0.381
N (-0.053, 1.591, 2.497)  0.019
H (0.406, 0.122, 0.285)  0.045
H (0.834, -1.116, 1.354)  0.079
H (1.149, 0.060, 3.237)  0.099
H (0.048, 2.136, 1.653)  0.012

Forces on atoms 1 to 6 (eV/Å):
C 0.59 1.92 2.55
N -2.47 -0.60 -2.32
H 0.62 -0.66 -0.59
H -0.30 -0.42 0.32
H 1.56 -0.19 0.08
N 1.54 -1.92 -0.34

Output
ΔE to the lowest compared entry with this formula, charge and spin = 49.93 kcal per mole
Kohn-Sham gap = 8.89 eV
Multiplicity = 1
Lowest unoccupied orbital energy = 0.0243 Ha
HOMO = -8.229 eV

(8)
Computed, not measured: C14H35BeNP2S2 as an isolated structure, with ωB97M-V/def2-TZVPD.

Last column: Löwdin charge in e.
Geometry (Å):
Be (-0.580, -0.059, -0.398)  -0.145
S (-1.413, 1.978, -0.176)  0.916
S (-1.279, -2.220, -0.074)  0.887
C (-3.250, 2.154, -0.359)  -0.279
C (-0.974, 2.264, -1.959)  -0.359
C (-1.333, 1.041, -2.769)  -0.203
N (-0.692, -0.156, -2.125)  -0.157
C (-1.273, -1.415, -2.702)  -0.211
C (-0.843, -2.569, -1.836)  -0.382
H (0.102, 2.492, -2.014)  0.075
H (-1.552, 3.137, -2.264)  0.102
H (-0.971, 1.092, -3.798)  0.145
H (-2.428, 0.880, -2.784)  0.128
H (-0.900, -1.503, -3.724)  0.144
H (-2.374, -1.315, -2.728)  0.128
H (0.245, -2.726, -1.877)  0.093
H (-1.357, -3.494, -2.103)  0.100
C (-3.111, -2.466, -0.224)  -0.279
H (0.303, -0.144, -2.404)  0.152
H (-3.605, -1.714, -0.861)  0.052
H (-3.516, -2.411, 0.798)  0.041
H (-3.270, -3.480, -0.627)  0.069
H (-3.650, 2.156, 0.665)  0.047
H (-3.727, 1.355, -0.949)  0.056
H (-3.419, 3.139, -0.824)  0.067
C (4.802, 0.118, -1.876)  -0.053
C (4.921, 0.177, -0.535)  -0.095
H (4.739, 1.022, -2.488)  0.058
H (4.801, -0.841, -2.400)  0.058
H (4.962, 1.130, -0.003)  0.054
H (5.070, -0.730, 0.053)  0.054
C (-0.089, -1.391, 3.736)  -0.235
P (-0.576, -0.338, 2.325)  0.731
C (-2.350, -0.195, 2.618)  -0.257
C (0.379, 1.155, 2.834)  -0.384
C (1.771, 0.913, 2.196)  -0.339
P (1.440, 0.404, 0.425)  0.840
C (2.101, 1.940, -0.324)  -0.257
C (2.214, -1.245, 0.397)  -0.254
H (-0.402, -0.860, 4.656)  0.068
H (0.987, -1.564, 3.766)  0.049
H (-0.615, -2.344, 3.662)  0.052
H (-2.522, 0.109, 3.658)  0.067
H (-2.843, 0.507, 1.939)  0.015
H (-2.784, -1.198, 2.472)  0.039
H (-0.083, 2.064, 2.418)  0.065
H (0.405, 1.246, 3.932)  0.097
H (2.430, 1.800, 2.208)  0.099
H (2.313, 0.085, 2.693)  0.091
H (3.103, 2.164, 0.053)  0.035
H (2.157, 1.870, -1.412)  0.039
H (1.439, 2.778, -0.054)  0.058
H (3.227, -1.218, 0.796)  0.030
H (1.624, -1.948, 1.000)  0.046
H (2.245, -1.624, -0.628)  0.042

Forces on atoms 1 to 6 (eV/Å):
Be -0.12 0.02 1.27
S -0.70 -0.08 -1.00
S -0.38 0.03 -1.30
C 0.20 0.05 0.24
C 0.04 0.24 0.45
C -0.01 -0.42 0.22

Output
ΔE to the lowest compared entry with this formula, charge and spin = 0.00 kcal per mole
Kohn-Sham gap = 8.62 eV
Multiplicity = 1
Lowest unoccupied orbital energy = -0.1981 Ha
HOMO = -14.015 eV
Net charge = +2

(9)
Computed, not measured: one molecule with the formula C9H12, with ωB97M-V/def2-TZVPD.

Last column: Löwdin charge in e.
Geometry (Å):
C (-2.157, -1.462, 0.369)  -0.001
C (-0.882, -1.458, 0.075)  -0.123
C (-0.263, -0.341, -0.791)  -0.213
C (1.266, -0.272, -0.739)  -0.270
C (2.521, -0.746, -0.178)  -0.016
C (1.526, 0.138, 0.666)  -0.199
C (0.674, 1.427, 0.664)  -0.100
C (-0.547, 1.023, -0.148)  -0.282
C (-1.675, 1.645, -0.333)  0.046
H (-2.637, -2.187, 1.040)  0.063
H (-2.931, -0.859, -0.052)  0.049
H (-0.313, -2.314, 0.390)  0.104
H (-0.671, -0.416, -1.775)  0.132
H (1.499, 0.593, -1.315)  0.128
H (2.722, -1.663, 0.304)  0.082
H (3.419, -0.369, -0.701)  0.106
H (1.091, -0.590, 1.369)  0.119
H (0.386, 1.615, 1.716)  0.121
H (1.245, 2.262, 0.255)  0.120
H (-2.436, 1.415, -1.054)  0.065
H (-1.837, 2.560, 0.237)  0.070

Forces on atoms 1 to 6 (eV/Å):
C -1.69 -1.26 0.86
C 0.32 0.65 -0.88
C 0.52 -1.47 0.85
C -1.69 -0.77 -0.55
C 1.18 1.55 -0.09
C 0.08 -0.45 0.33

Output
ΔE to the lowest compared entry with this formula, charge and spin = 94.19 kcal per mole
Kohn-Sham gap = 9.84 eV
Multiplicity = 1
Lowest unoccupied orbital energy = 0.0385 Ha
HOMO = -8.790 eV